# 1
Below is one molecule with the formula C2H6IO2P, with properties calculated with wB97M-V/def2-TZVPD.

Properties
- Energy relative to the best compared isomer or geometry (same formula, charge and spin): 131.7 kcal per mole
- E_LUMO: -0.0220 Eh
- Frontier orbital gap: 8.0 eV
- M: 219.95 g mol⁻¹

Atoms and positions in Å:
C  1.04014  -0.91647  0.83879
C  0.99272  -0.13638  -0.50913
O  -1.01123  1.80735  0.28597
O  -2.52908  0.49361  1.11919
P  -0.64846  0.84326  -0.71196
I  -2.68330  -0.63020  -0.28621
H  1.01539  -0.14245  1.60146
H  -0.08310  -1.12441  0.81285
H  1.75340  -1.77189  0.81625
H  1.12900  -0.71745  -1.45318
H  1.55189  0.81282  -0.59170
H  -0.52736  1.48222  -1.92233

The molecule's natural (NBO) atomic charges, reported in e, are given here:
1 C -0.6449
2 C -0.6934
3 O -0.9680
4 O -0.9670
5 P 1.4021
6 I 0.7772
7 H 0.2425
8 H 0.2162
9 H 0.2409
10 H 0.2345
11 H 0.2273
12 H -0.0673

***

# 2
Below is one molecule with the formula C6H12N2O, with properties calculated with wB97M-V/def2-TZVPD.

Properties
- Energy relative to the best compared isomer or geometry (same formula, charge and spin): 102.0 kcal per mole
- E_LUMO: 0.0321 Eh
- Frontier orbital gap: 9.2 eV
- M: 128.17 g mol⁻¹

Atoms and positions in Å:
C  -2.34388  0.58012  0.41575
C  0.61573  0.57207  -0.41227
C  -0.10479  -0.10914  0.72216
C  2.06537  0.95900  -0.11488
C  -1.44130  -0.36522  0.18618
C  -1.60905  -1.74378  -0.49044
N  2.70318  -0.24296  0.25359
N  3.84653  -0.52906  0.42209
O  -3.63100  0.51902  -0.11352
H  -2.20783  1.43620  0.93297
H  0.51601  -0.05609  -1.31092
H  0.19301  1.66475  -0.65021
H  0.35133  -1.06656  0.78526
H  -0.08890  0.46297  1.69550
H  2.52001  1.43901  -1.10948
H  2.16427  1.73761  0.59610
H  -0.61879  -1.78573  -0.99521
H  -2.51067  -2.04154  -1.09511
H  -1.61599  -2.54122  0.35453
H  -3.95747  -0.28937  -0.33846
H  4.62926  0.17343  0.34325

The molecule's natural (NBO) atomic charges, reported in e, are given here:
1 C 0.1277
2 C -0.3629
3 C -0.4516
4 C -0.3078
5 C -0.0738
6 C -0.6564
7 N -0.1242
8 N -0.2724
9 O -0.7090
10 H 0.1754
11 H 0.2092
12 H 0.1958
13 H 0.2276
14 H 0.2172
15 H 0.1955
16 H 0.2145
17 H 0.2203
18 H 0.2245
19 H 0.2225
20 H 0.4719
21 H 0.2559

***

# 3
Below is a 10-piece molecular cluster, C46H52N9O18 overall, with properties calculated with wB97M-V/def2-TZVPD.

Properties
- Energy relative to the best compared isomer or geometry (same formula, charge and spin): 27.7 kcal per mole
- Net charge: -1
- E_LUMO: -0.0005 Eh
- Frontier orbital gap: 6.6 eV
- M: 1018.97 g mol⁻¹

Atoms and positions in Å:
C  43.51900  9.62800  43.93700
O  44.47300  9.59900  44.73800
O  43.70900  10.09000  42.68200
O  42.38600  9.16800  44.33300
H  44.58800  10.20400  42.58700
C  42.34200  9.00600  49.03900
C  42.68100  9.49100  50.37600
C  43.68800  10.69000  50.40400
C  44.55800  10.99100  49.20500
C  44.15400  10.39700  47.91700
C  42.90700  9.38800  47.81700
N  45.72500  11.83600  49.25100
O  45.69200  12.57900  50.24100
O  46.69700  11.62900  48.50100
H  41.56300  8.18400  48.75300
H  42.17600  9.13100  51.21000
H  43.99100  11.01300  51.29800
H  44.88400  10.33800  47.21300
H  42.76100  8.99400  46.83100
C  46.45100  5.60500  46.01500
C  47.37200  4.82900  47.01400
C  47.69400  5.50800  48.33200
C  46.91600  6.58200  48.93000
C  46.06100  7.47600  47.92100
C  45.87600  6.80700  46.40000
N  47.10100  7.05400  50.27300
O  46.48100  8.13900  50.60700
O  47.72200  6.45900  51.01800
H  46.22400  5.32200  44.91100
H  47.96800  3.78600  46.95400
H  48.31300  4.81800  48.85000
H  45.31500  8.15000  48.16100
H  45.12200  7.40300  45.69800
C  48.29500  10.12600  45.99200
C  49.68500  9.92400  46.46400
C  50.59500  11.02900  45.84900
C  50.14400  12.26300  45.06900
C  48.59900  12.39300  44.74100
C  47.75000  11.27600  45.33800
N  51.06000  13.34400  44.75000
O  50.83700  14.19300  43.83500
O  52.20200  13.18600  45.23300
H  47.53000  9.35500  46.18300
H  50.20800  9.23400  46.97200
H  51.58200  10.82400  45.88500
H  48.17900  13.16600  44.13900
H  46.71300  11.33700  45.27900
C  39.79500  11.77800  47.74300
C  39.65900  10.57700  46.74200
C  38.45900  10.45400  45.89900
C  37.35800  11.59200  45.94300
C  37.54900  12.63000  46.99600
C  38.81100  12.66400  47.88300
N  36.18900  11.58200  45.01400
O  35.83000  10.54500  44.33800
O  35.60200  12.67300  44.85200
H  40.68500  11.88500  48.34300
H  40.50500  9.86600  46.54800
H  38.29000  9.61700  45.27700
H  36.85900  13.49600  47.12600
H  38.74900  13.61700  48.51400
C  42.96400  13.63300  41.13500
C  43.09500  14.70800  40.10700
C  41.87400  15.42200  39.68100
C  40.54000  15.15900  40.35500
C  40.47300  14.02000  41.41900
C  41.73800  13.23000  41.70200
N  39.30800  15.86400  39.98800
O  39.39600  16.58200  38.83000
O  38.25200  15.75400  40.63000
H  43.89000  13.09600  41.41200
H  44.10000  14.77000  39.66500
H  42.15200  15.99300  38.98000
H  39.30400  13.84300  42.00400
H  41.86300  12.43400  42.39700
C  46.75900  7.08400  41.35100
C  47.67500  5.97400  41.08700
C  48.72000  5.59400  42.08100
C  48.71800  6.35100  43.44400
C  47.67400  7.36100  43.76100
C  46.75800  7.80800  42.57200
N  49.70000  5.91000  44.55200
O  49.72300  6.51200  45.60400
O  50.15300  4.77200  44.41500
H  46.06800  7.29300  40.74600
H  47.68100  5.24700  40.02400
H  49.40800  4.81000  41.82200
H  47.71200  7.82800  44.67000
H  46.11200  8.56200  42.87800
C  40.56900  6.62900  45.87900
O  40.66900  6.39600  47.04600
N  40.43000  5.59700  44.89400
C  40.30700  5.86800  43.48100
C  40.48400  4.17200  45.35000
H  40.59400  7.69400  45.47700
H  40.45300  4.95200  42.89300
H  40.95300  6.72700  43.12700
H  39.05300  6.03900  43.29200
H  40.89200  3.38700  44.63000
H  39.37900  3.92200  45.58400
H  41.07500  4.05500  46.44600
C  39.60600  9.32200  42.10600
O  38.88500  8.80100  42.85700
N  39.13100  10.22500  41.18800
C  39.95600  10.58900  39.97100
C  37.80400  10.69000  41.29800
H  40.70900  9.19400  42.11200
H  39.52100  11.35700  39.27900
H  40.16500  9.84700  39.11500
H  40.92400  10.94600  40.39300
H  37.64100  12.01200  41.36700
H  37.61500  10.59600  42.48400
H  37.04900  10.24800  40.74400
C  45.49800  14.26300  46.24200
O  46.26700  15.21000  46.48000
N  44.80800  13.99700  45.15000
C  43.93300  12.85900  45.01200
C  44.89900  14.88100  43.96000
H  45.39200  13.21800  46.86800
H  43.61200  12.78100  44.09600
H  42.94200  13.05500  45.72700
H  44.46400  11.94200  45.48400
H  45.41900  14.45200  43.18900
H  45.32800  15.70400  44.15500
H  43.92000  15.18200  43.67400

Results of the Mulliken charge analysis, in e, for atoms 1 through 99:
1 C -0.3328
2 O 0.3474
3 O -0.5644
4 O -0.4231
5 H 0.3389
6 C 0.0831
7 C -1.0013
8 C -0.9622
9 C -0.2615
10 C 0.0408
11 C -0.4015
12 N 0.9952
13 O -0.6299
14 O -0.4576
15 H 0.1732
16 H 0.5879
17 H 0.6349
18 H 0.8733
19 H 0.3766
20 C -0.0573
21 C -0.5404
22 C -0.3938
23 C -0.3873
24 C 0.2618
25 C -0.2586
26 N 1.0204
27 O -0.5861
28 O -0.6208
29 H 0.3929
30 H 0.2159
31 H 0.5026
32 H 0.1547
33 H 0.1484
34 C 0.0228
35 C -0.9342
36 C -0.6087
37 C 0.0156
38 C -0.6380
39 C -0.1717
40 N 0.8832
41 O -0.5559
42 O -0.5711
43 H 0.1390
44 H 0.7199
45 H 0.4844
46 H 0.5589
47 H 0.6873
48 C -0.3366
49 C 0.3531
50 C -0.4597
51 C -0.1754
52 C -0.4238
53 C -0.4782
54 N 0.9071
55 O -0.5286
56 O -0.5400
57 H 0.4534
58 H -0.1133
59 H 0.7151
60 H 0.3641
61 H 0.2587
62 C -0.2037
63 C -0.6362
64 C -0.7385
65 C 0.1076
66 C -0.1595
67 C -0.4836
68 N 0.7840
69 O -0.5406
70 O -0.5177
71 H 0.4677
72 H 0.3799
73 H 0.6226
74 H 0.2372
75 H 0.6434
76 C -0.4220
77 C -0.3271
78 C -0.5130
79 C -0.3237
80 C 0.1965
81 C -1.4393
82 N 0.9415
83 O -0.4775
84 O -0.5799
85 H 0.7452
86 H 0.1490
87 H 0.4664
88 H 1.0144
89 H 0.4859
90 C 0.4185
91 O -0.6240
92 N 0.1517
93 C -0.5496
94 C -0.8781
95 H 0.0725
96 H 0.3751
97 H 0.0458
98 H 0.1483
99 H 0.2980

***

# 4
Below is a 2-piece molecular cluster, C5H14NO2 overall, with properties calculated with wB97M-V/def2-TZVPD.

Properties
- Energy relative to the best compared isomer or geometry (same formula, charge and spin): 56.2 kcal per mole
- Net charge: +1
- E_LUMO: -0.1808 Eh
- Frontier orbital gap: 9.0 eV
- M: 120.17 g mol⁻¹

Atoms and positions in Å:
C  -1.73379  0.27080  2.15930
O  -2.00423  -0.71523  1.18158
C  -0.76651  1.29029  1.59477
C  0.60347  0.61794  1.21951
C  0.66807  0.06022  -0.21077
C  2.04356  -1.72290  -1.03697
N  1.13647  -1.33224  -0.22694
H  -2.59859  0.77761  2.59349
H  -1.27636  -0.26531  2.99486
H  -2.42797  -0.41113  0.38877
H  -0.46591  2.11858  2.23986
H  -1.10504  1.76120  0.66264
H  1.39024  1.34882  1.38879
H  0.77902  -0.20475  1.92757
H  -0.28272  -0.03128  -0.73301
H  1.35719  0.74076  -0.70851
H  2.19263  -2.77357  -1.25530
H  2.48053  -0.92950  -1.62894
H  0.70869  -1.92982  0.47327
H  0.33785  0.61899  -4.80405
H  -0.88518  0.06946  -4.22860
O  -0.15140  0.64107  -3.99133

The molecule's natural (NBO) atomic charges, reported in e, are given here:
1 C -0.0669
2 O -0.7418
3 C -0.4187
4 C -0.4140
5 C -0.2425
6 C 0.1259
7 N -0.3673
8 H 0.1905
9 H 0.1852
10 H 0.4760
11 H 0.2356
12 H 0.2040
13 H 0.2327
14 H 0.2039
15 H 0.2411
16 H 0.2391
17 H 0.2383
18 H 0.2260
19 H 0.4515
20 H 0.4746
21 H 0.4703
22 O -0.9435

***

# 5
Below is an isolated ion of composition C2H7N2O and charge +1, with properties calculated with wB97M-V/def2-TZVPD.

Properties
- Energy relative to the best compared isomer or geometry (same formula, charge and spin): 2.3 kcal per mole
- Net charge: +1
- <S²>: 2.0068
- Spin multiplicity: 3
- E_LUMO (alpha / beta): -0.1305 / -0.3068 Eh
- Frontier orbital gap (alpha / beta): 8.2 / 7.5 eV
- M: 75.09 g mol⁻¹

Atoms and positions in Å:
C  -0.21941  -0.15754  0.46738
C  -1.50874  -0.81929  -0.00450
N  1.01606  -0.65004  -0.07190
N  -0.28925  1.25308  0.09558
O  -2.12424  -0.17897  -0.81596
H  -0.09875  -0.16317  1.59526
H  -1.57748  -1.81915  0.24022
H  0.91762  -1.36375  -0.89335
H  1.53704  -1.14814  0.66042
H  -0.72073  1.95234  0.71775
H  -1.02462  1.10696  -0.80488
H  0.67466  1.38339  -0.21965

The molecule's natural (NBO) atomic charges, reported in e, are given here:
1 C 0.0712
2 C -0.0408
3 N -0.8308
4 N -0.7256
5 O -0.2027
6 H 0.2340
7 H 0.2664
8 H 0.4169
9 H 0.4097
10 H 0.4640
11 H 0.4627
12 H 0.4750